Entry 1:
{
  "formula": "CH5ClNOS2",
  "method": "ωB97M-V/def2-TZVPD",
  "symbols": ["C", "N", "O", "S", "S", "Cl", "H", "H", "H", "H", "H"],
  "positions_angstrom": [[-0.184, -0.131, 1.405], [0.482, 0.969, 0.935], [0.265, -0.531, -1.513], [-1.800, 0.173, 1.583], [0.596, -1.592, 1.945], [2.538, -1.333, 1.572], [-0.641, -0.744, -1.725], [1.474, 0.864, 0.711], [0.149, 1.921, 0.896], [0.833, -0.903, -2.227], [-2.170, -0.713, 2.414]],
  "forces_ev_per_a": [[3.3, 2.6, -0.3], [0.6, -2.7, 0.8], [1.1, -0.2, -0.3], [-1.7, 1.8, -1.4], [-0.6, 0.3, -0.4], [-0.1, 0.2, -0.1], [-0.3, -0.2, -0.4], [-0.5, -0.1, 0.0], [-0.7, -0.3, 0.0], [-0.9, 0.3, 0.7], [-0.3, -1.9, 1.5]],
  "nbo_charge": [-0.078, -0.694, -0.976, 0.292, 0.489, -0.044, 0.483, 0.435, 0.444, 0.497, 0.152],
  "charge": 1,
  "molar_mass_g_mol": 146.64,
  "e_above_lowest_ev": 0.000,
  "orbital_gap_ev": 9.5
}



Entry 2:
{
  "formula": "CH5FN4",
  "method": "ωB97M-V/def2-TZVPD",
  "symbols": ["C", "N", "N", "N", "N", "F", "H", "H", "H", "H", "H"],
  "positions_angstrom": [[-1.443, 0.688, -0.148], [-0.376, 1.183, -0.413], [-2.383, -0.029, 0.037], [2.755, 0.073, 0.071], [1.912, 0.756, 0.562], [-2.278, -2.413, -0.305], [0.523, 1.324, 0.070], [-3.334, 0.118, 0.288], [-1.954, -1.474, -0.038], [3.191, 0.216, -0.818], [3.387, -0.442, 0.693]],
  "forces_ev_per_a": [[3.7, 2.0, -0.1], [-1.9, 0.2, -0.7], [-1.6, -1.3, 0.4], [6.0, -5.8, -2.3], [-4.7, 5.0, 3.6], [1.1, 1.1, 0.6], [-0.8, -0.2, 0.2], [-0.3, 0.4, 0.1], [-1.5, -2.1, -0.8], [0.0, 0.6, -0.9], [-0.1, 0.0, 0.0]],
  "nbo_charge": [0.682, -0.713, -0.805, -0.617, -0.078, -0.632, 0.413, 0.429, 0.541, 0.393, 0.388],
  "charge": 0,
  "molar_mass_g_mol": 92.08,
  "e_above_lowest_ev": 0.000,
  "multiplicity": 3,
  "orbital_gap_ev": [8.7, 9.1]
}



Entry 3:
{
  "formula": "CH5FSi",
  "method": "ωB97M-V/def2-TZVPD",
  "symbols": ["F", "C", "Si", "H", "H", "H", "H", "H"],
  "positions_angstrom": [[-0.517, 0.219, 1.989], [-0.237, -0.937, 1.176], [-0.126, -0.354, -0.616], [0.570, -1.377, 1.572], [-1.288, -1.697, 1.345], [0.715, 0.942, -1.070], [-1.571, -0.239, -1.208], [0.647, -1.418, -1.338]],
  "forces_ev_per_a": [[0.2, -0.7, -0.4], [-6.3, 1.1, -0.2], [0.0, 0.7, -1.9], [3.0, -1.8, 1.4], [3.3, 2.1, -0.7], [-1.1, -1.3, 1.1], [1.3, 0.0, 0.6], [-0.4, 0.0, 0.2]],
  "nbo_charge": [-0.394, -0.339, 0.791, 0.182, 0.193, -0.126, -0.141, -0.166],
  "smiles": "FC[SiH3]",
  "charge": 0,
  "molar_mass_g_mol": 64.13,
  "e_above_lowest_ev": 0.637,
  "orbital_gap_ev": 12.2
}



Entry 4:
{
  "formula": "CH5INPS",
  "method": "ωB97M-V/def2-TZVPD",
  "symbols": ["C", "N", "P", "S", "I", "H", "H", "H", "H", "H"],
  "positions_angstrom": [[0.832, 0.617, -0.810], [0.338, -0.438, 1.409], [0.134, 1.126, 0.791], [-2.963, -1.480, -0.572], [-2.612, 0.738, -0.124], [0.207, -0.152, -1.431], [1.281, 1.376, -1.587], [1.705, -0.038, -0.646], [0.408, -1.062, 0.634], [0.670, -0.687, 2.335]],
  "forces_ev_per_a": [[1.0, -0.8, -3.6], [-0.1, 1.8, 0.0], [-0.7, -1.6, 0.0], [0.4, -0.3, 0.0], [0.8, 0.9, 0.5], [0.4, 1.6, 1.1], [-1.4, -0.9, 1.7], [0.0, 0.5, 0.5], [0.2, -1.2, 0.3], [-0.5, 0.0, -0.4]],
  "nbo_charge": [-1.079, -1.141, 0.982, -0.631, 0.258, 0.273, 0.268, 0.246, 0.401, 0.424],
  "charge": 0,
  "molar_mass_g_mol": 221.00,
  "e_above_lowest_ev": 3.325,
  "orbital_gap_ev": 6.3
}



Entry 5:
{
  "formula": "CH5IOSi",
  "method": "ωB97M-V/def2-TZVPD",
  "symbols": ["C", "O", "Si", "I", "H", "H", "H", "H", "H"],
  "positions_angstrom": [[2.391, 0.905, -0.432], [1.101, 0.520, -0.663], [-2.833, -1.366, 0.831], [-4.177, 0.518, -0.065], [3.040, 0.293, -1.134], [2.666, 0.739, 0.583], [2.425, 1.944, -0.681], [-3.007, -2.613, 0.170], [-1.605, -0.941, 1.391]],
  "forces_ev_per_a": [[-0.2, -1.6, -0.9], [-0.5, -0.2, -0.2], [-1.9, 1.1, 0.6], [0.5, -0.6, 0.1], [-0.3, 0.9, 0.6], [0.6, -0.1, 0.9], [0.5, 0.9, -0.4], [0.2, -0.7, -0.8], [1.2, 0.3, 0.1]],
  "nbo_charge": [-0.314, -0.272, 0.539, -0.223, 0.208, 0.162, 0.216, -0.160, -0.157],
  "charge": 0,
  "molar_mass_g_mol": 188.04,
  "e_above_lowest_ev": 6.026,
  "orbital_gap_ev": [6.0, 9.1]
}



Entry 6:
{
  "formula": "CH5IOSi",
  "method": "ωB97M-V/def2-TZVPD",
  "symbols": ["C", "O", "Si", "I", "H", "H", "H", "H", "H"],
  "positions_angstrom": [[-1.508, -0.518, -0.113], [-0.013, -0.229, -0.702], [1.147, 0.521, 0.197], [3.276, -0.295, -0.831], [-1.925, -1.075, -1.047], [-1.967, 0.519, 0.136], [-1.233, -1.104, 0.732], [1.151, 0.159, 1.553], [1.070, 2.021, 0.075]],
  "forces_ev_per_a": [[2.5, 1.9, -3.1], [-2.3, 0.0, 1.2], [0.1, 0.4, -2.3], [-0.6, 0.3, 0.4], [0.3, 1.1, 2.2], [0.6, -2.1, -0.5], [-0.7, -0.6, 0.6], [0.0, -0.5, 1.5], [0.1, -0.5, 0.0]],
  "nbo_charge": [-0.247, -0.972, 1.277, -0.270, 0.230, 0.203, 0.197, -0.223, -0.194],
  "smiles": "CO[SiH2]I",
  "charge": 0,
  "molar_mass_g_mol": 188.04,
  "e_above_lowest_ev": 1.645,
  "orbital_gap_ev": 10.0
}



Entry 7:
{
  "formula": "CH5KO2",
  "method": "ωB97M-V/def2-TZVPD",
  "symbols": ["O", "H", "C", "H", "H", "H", "K", "O", "H"],
  "positions_angstrom": [[0.307, -0.190, 0.329], [-0.525, 0.631, -1.289], [-0.026, -0.909, 1.459], [0.832, -1.028, 2.153], [-0.842, -0.436, 2.046], [-0.367, -1.936, 1.211], [1.762, 1.652, -0.873], [-0.494, 1.351, -2.111], [-0.647, 0.865, -2.925]],
  "forces_ev_per_a": [[0.4, 1.0, -1.0], [0.0, 1.6, -2.0], [-0.1, 0.0, -0.3], [-0.1, 0.0, 0.0], [0.1, -0.1, 0.0], [0.0, 0.1, 0.2], [-0.3, -0.5, 0.5], [0.1, -1.9, 2.5], [-0.1, -0.2, 0.1]],
  "nbo_charge": [-1.079, 0.537, -0.205, 0.112, 0.117, 0.119, 0.978, -1.054, 0.476],
  "charge": 0,
  "molar_mass_g_mol": 88.15,
  "e_above_lowest_ev": 0.396,
  "orbital_gap_ev": 6.3
}



Entry 8:
{
  "formula": "CH5N",
  "method": "ωB97M-V/def2-TZVPD",
  "symbols": ["C", "N", "H", "H", "H", "H", "H"],
  "positions_angstrom": [[0.286, -0.325, 0.313], [-0.487, 0.197, -0.747], [-0.351, -0.215, 1.230], [0.788, -1.301, 0.344], [1.198, 0.253, 0.450], [-1.319, 0.687, -0.131], [-0.115, 0.703, -1.459]],
  "forces_ev_per_a": [[1.8, 0.5, 2.3], [-5.9, -1.0, 4.0], [1.1, -0.5, -0.5], [-1.1, -0.6, -0.9], [0.1, 0.7, 0.5], [2.7, -1.0, -3.5], [1.4, 1.9, -1.9]],
  "nbo_charge": [-0.408, -0.844, 0.182, 0.180, 0.162, 0.363, 0.365],
  "smiles": "CN",
  "charge": 0,
  "molar_mass_g_mol": 31.06,
  "e_above_lowest_ev": 1.067,
  "orbital_gap_ev": 10.0
}



Entry 9:
{
  "formula": "CH5N2",
  "method": "ωB97M-V/def2-TZVPD",
  "symbols": ["N", "C", "N", "H", "H", "H", "H", "H"],
  "positions_angstrom": [[8.370, -2.206, 4.069], [9.419, -1.635, 3.430], [10.452, -2.047, 2.711], [-27.946, 6.547, -10.252], [8.028, -3.087, 3.698], [9.300, -0.511, 3.503], [10.636, -2.991, 2.788], [-28.258, 5.931, -9.947]],
  "forces_ev_per_a": [[1.7, 1.1, -0.5], [-0.9, 0.7, 0.0], [-1.9, 3.0, 0.3], [-0.2, -0.4, 0.2], [0.0, -0.8, -0.4], [0.4, -0.7, 0.2], [0.8, -3.2, 0.5], [0.2, 0.4, -0.2]],
  "nbo_charge": [-0.029, 0.077, -0.102, 0.000, 0.386, 0.302, 0.366, 0.000],
  "charge": 1,
  "molar_mass_g_mol": 45.06,
  "e_above_lowest_ev": 8.190,
  "orbital_gap_ev": 3.5
}



Entry 10:
{
  "formula": "CH5N2O",
  "method": "ωB97M-V/def2-TZVPD",
  "symbols": ["C", "N", "N", "O", "H", "H", "H", "H", "H"],
  "positions_angstrom": [[0.943, 0.117, 0.556], [-0.410, 0.451, 0.089], [-0.979, -0.519, -0.743], [-1.055, 1.324, 0.538], [1.228, -0.387, -0.382], [0.962, -0.403, 1.443], [1.507, 1.076, 0.604], [-0.344, -1.299, -0.907], [-1.852, -0.360, -1.199]],
  "forces_ev_per_a": [[1.0, 2.2, -4.2], [-3.1, -2.6, -0.1], [2.9, 1.7, 2.2], [0.0, 0.5, -0.5], [1.3, -0.3, 1.1], [-0.3, -1.4, 1.9], [-0.5, -0.7, 0.2], [-0.6, 0.2, -0.4], [-0.7, 0.3, -0.1]],
  "nbo_charge": [-0.458, 0.452, -0.535, -0.133, 0.228, 0.278, 0.287, 0.430, 0.451],
  "smiles": "C[N+](N)=O",
  "charge": 1,
  "molar_mass_g_mol": 61.06,
  "e_above_lowest_ev": 3.941,
  "orbital_gap_ev": 11.0
}